Record 1
58
Properties=species:S:1:pos:R:3:nbo_charge:R:1 method="wB97M-V/def2-TZVPD" charge=+1 e_homo_ev=-10.32 energy_ha=-2581.1719 relative_energy_ev=0.0000
Sn -0.0494 -0.0486 -0.6783 1.7293
C 3.1673 -0.5195 -3.9918 -0.2585
C 1.9763 -0.2766 -3.2927 0.1045
N 1.9466 -0.1252 -1.9845 -0.5224
C 3.0948 -0.1988 -1.2789 0.2056
C 4.3281 -0.4838 -1.8848 -0.0915
C 4.3324 -0.6461 -3.2862 -0.0902
C 5.4921 -0.5448 -1.0817 -0.2024
C 5.3928 -0.2382 0.2418 -0.1743
C 4.1529 0.0956 0.8379 -0.2521
C 2.9867 0.0725 0.1098 0.1402
N 1.7152 0.4432 0.5122 -0.7447
C 1.3594 0.8067 1.7980 0.2324
C 1.9436 0.4870 3.0019 -0.2689
C 1.5098 1.1014 4.2027 -0.1787
C 0.4735 1.9882 4.2185 -0.1948
C -0.2306 2.2468 3.0171 -0.0821
C -1.3582 3.0880 2.9196 -0.0822
C -1.9924 3.2486 1.7153 -0.2582
C -1.5251 2.5373 0.6042 0.1180
N -0.4544 1.7700 0.6591 -0.5107
C 0.2058 1.6306 1.8352 0.1287
H 3.1450 -0.6123 -5.0679 0.2416
H 1.0334 -0.1921 -3.8147 0.2240
H 5.2692 -0.8539 -3.7888 0.2321
H 6.4425 -0.7869 -1.5384 0.2260
H 6.2819 -0.2296 0.8583 0.2280
H 4.1522 0.4382 1.8596 0.2225
H 2.7349 -0.2462 3.0441 0.2267
H 2.0339 0.8734 5.1214 0.2305
H 0.1781 2.4900 5.1306 0.2278
H -1.7192 3.5936 3.8073 0.2338
H -2.8610 3.8838 1.6181 0.2420
H -2.0240 2.5967 -0.3550 0.2256
N -2.1604 -2.8851 1.9753 -0.4795
C -0.9208 -3.2333 2.4717 -0.0572
C -0.0484 -2.3317 1.9577 -0.0619
N -0.7351 -1.4423 1.1597 -0.5160
C -2.0050 -1.8077 1.1873 0.3548
C -3.0093 -1.0640 0.4550 0.2916
N -2.6505 0.0119 -0.1940 -0.4842
C -3.7862 0.5049 -0.7893 -0.0761
C -4.8409 -0.3001 -0.4780 -0.0465
N -4.3312 -1.2995 0.3185 -0.4825
H -3.0154 -3.3792 2.1668 0.4361
H -0.7792 -4.0712 3.1303 0.2474
H 1.0152 -2.2582 2.1071 0.2424
H -3.7754 1.3923 -1.4010 0.2442
H -5.8795 -0.2600 -0.7552 0.2488
H -4.8626 -2.0729 0.6801 0.4329
S -0.9435 1.2154 -2.6641 -0.1074
C -1.7247 -0.2928 -2.9894 -0.2379
S -1.0232 -1.7151 -2.2965 -0.0516
C -2.8325 -0.3778 -3.7747 -0.3916
C -3.5595 -1.6072 -3.8952 0.2748
N -4.1889 -2.5694 -3.9368 -0.2864
C -3.3346 0.7680 -4.4724 0.2650
N -3.7425 1.6863 -5.0319 -0.2669

=====

Record 2
40
Properties=species:S:1:pos:R:3:nbo_charge:R:1 method="wB97M-V/def2-TZVPD" charge=+2 e_homo_ev=-15.44 energy_ha=-4714.7419 relative_energy_ev=0.8473
Mo -0.3595 -0.3959 0.0814 1.3152
N -0.3854 -0.2956 2.2629 -0.5762
N -1.1932 -1.3344 2.7692 -0.4195
C -1.7506 -2.2446 1.9412 0.6582
N -2.4939 -3.1803 2.4831 -0.7129
N -1.4565 -2.0666 0.6211 -0.4766
N -1.9358 -3.0350 -0.3377 0.6706
O -1.5688 -2.8142 -1.4478 -0.3368
O -2.6643 -3.9167 0.0347 -0.3410
H 0.6054 -0.4037 2.6164 0.4543
H -0.7716 0.5982 2.5773 0.4248
H -1.3255 -1.3813 3.7719 0.4310
H -2.6513 -3.2036 3.4791 0.4349
H -2.9203 -3.8802 1.8839 0.4705
C 3.6548 -1.7390 0.5796 -0.7393
C 2.4870 -1.0514 1.1939 0.8485
O 2.4320 -0.4517 2.2276 -0.5446
O 1.2912 -1.1792 0.4242 -0.6610
H 4.0596 -2.4256 1.3239 0.2843
H 4.4136 -0.9790 0.3895 0.2800
H 3.4110 -2.2680 -0.3347 0.2538
Br 3.2533 1.4246 -1.2424 0.1386
C 1.6655 2.4141 -1.2381 -0.0912
C 1.6077 3.6315 -1.9166 -0.1850
C 0.4626 4.4074 -1.8425 -0.1437
C -0.6391 3.9919 -1.0983 -0.1265
C -0.5854 2.7725 -0.4475 -0.1868
C 0.5584 1.9802 -0.5315 -0.1798
C -1.7544 2.2797 0.2969 0.7836
O -2.6785 2.8453 0.7475 -0.4222
O -1.7007 0.8310 0.3961 -0.6637
H 2.4645 3.9737 -2.4802 0.2611
H 0.4290 5.3510 -2.3690 0.2579
H -1.5342 4.5949 -1.0364 0.2633
H 0.7725 1.1894 0.2228 0.1788
Cl -1.8039 0.0450 -2.3591 0.1150
C -0.6716 -0.8679 -3.3796 -0.3652
Cl 0.7973 -1.1006 -2.3935 0.1159
H -0.4200 -0.2792 -4.2567 0.2648
H -1.1010 -1.8370 -3.6127 0.2668

=====

Record 3
18
Properties=species:S:1:pos:R:3:nbo_charge:R:1 method="wB97M-V/def2-TZVPD" smiles="CC=C(C)C.O" e_homo_ev=-8.12 energy_ha=-272.8652 relative_energy_ev=2.2713
C 0.2943 -2.2263 -0.1040 -0.6625
C 0.9965 -1.0387 0.6270 -0.2061
C 1.1707 0.2492 0.1034 0.0098
C 2.4062 1.0238 0.4593 -0.6389
C 0.1472 0.8043 -0.7902 -0.6618
H -0.6627 -2.5924 0.4358 0.2171
H 1.0181 -3.0486 0.1230 0.2260
H 0.2172 -2.0852 -1.2034 0.2217
H 1.3926 -1.1272 1.6428 0.1945
H 3.1631 0.9998 -0.3374 0.2236
H 2.2152 2.1115 0.6626 0.2009
H 2.6736 0.5999 1.4403 0.2211
H -0.8586 0.6137 -0.5088 0.2173
H 0.2397 1.9320 -1.0837 0.2169
H 0.2031 0.3263 -1.7850 0.2200
O -5.0690 0.9310 0.2813 -0.9783
H -4.2282 0.6312 -0.2058 0.4901
H -5.3190 1.8956 0.2428 0.4887

=====

Listing strongest force on any atom for the structures above in their given order: 1.46 1.29 3.84 eV Å⁻¹.